Density functional theory data (ωB97M-V/def2-TZVPD) for a cluster of 2 separate species, C5H14 in total at a distorted geometry.

Each line ends with the Löwdin charge.
Geometry (Å):
C (1.266, 2.586, -1.369)  -0.1188
C (-0.272, -1.873, 1.767)  -0.1631
C (-0.283, 0.694, -0.290)  -0.1478
C (-1.389, -2.312, 0.793)  -0.1450
C (0.991, 1.039, -1.118)  -0.2867
H (-0.850, -0.141, -0.242)  -0.0459
H (0.288, 3.195, -1.236)  0.0881
H (-1.331, -3.341, 0.481)  0.0576
H (-0.223, -0.869, 2.021)  0.0098
H (0.954, 0.453, -2.123)  0.1174
H (-1.252, -1.657, -0.159)  0.0722
H (-2.254, -2.129, 1.321)  0.0324
H (-0.161, 1.080, 0.781)  0.0988
H (1.840, 0.650, -0.488)  0.0931
H (2.089, 2.989, -0.837)  0.0363
H (0.755, -1.898, 1.224)  0.1028
H (-1.175, 1.271, -0.692)  0.0887
H (1.368, 2.714, -2.480)  0.0656
H (-0.362, -2.453, 2.644)  0.0447

Its energy relative to the best compared isomer or geometry (same formula, charge and spin) is 1.882 eV. As for the SMILES: CCC.CC. The LUMO energy is 1.145 eV. For the HOMO energy, the calculation gives -10.972 eV. The calculation puts the gap between HOMO and LUMO at 12.12 eV.

---

Density functional theory data (ωB97M-V/def2-TZVPD) for a cluster of 2 separate species, C21H35BF20N3O9P3S2 in total at a distorted geometry.

Each line ends with the Löwdin charge.
Geometry (Å):
S (-0.528, -0.955, 2.568)  0.8462
S (0.305, 0.193, -2.918)  0.7971
P (1.255, -3.096, -0.470)  0.8111
P (2.037, -7.120, -2.944)  0.3736
P (2.281, 1.271, -0.067)  0.9767
F (-3.380, 0.407, -4.218)  0.1748
F (-3.260, -1.694, 1.416)  0.1446
F (0.504, -6.464, -2.987)  -0.2351
F (3.514, -7.255, -2.220)  -0.2021
F (1.543, -7.749, -1.494)  -0.2155
F (2.419, -5.475, -2.990)  -0.2590
F (-1.391, 4.132, -6.153)  0.2037
F (-2.415, 1.721, -6.372)  0.1891
F (-0.396, 0.292, -5.335)  0.1597
F (-1.525, -1.179, -4.241)  0.1564
F (-2.240, 1.677, -2.857)  0.1479
F (-1.336, 4.057, -3.996)  0.1994
F (-2.477, 0.664, 3.485)  0.1482
F (-2.054, -1.137, 4.586)  0.1356
F (-3.627, -2.551, 3.355)  0.2171
F (1.330, -8.457, -3.595)  -0.2006
F (-3.463, 2.889, -4.868)  0.1628
F (0.016, 2.827, -5.159)  0.1892
F (-4.524, -0.664, 2.831)  0.1862
F (2.891, -7.166, -4.353)  -0.2009
O (0.372, -0.929, 3.679)  -0.2265
O (-0.686, -2.229, 1.910)  -0.2952
O (2.825, -0.258, 2.501)  -0.1863
O (0.415, 1.553, -2.538)  -0.2475
O (1.414, -0.456, -3.527)  -0.1897
O (0.250, 1.562, 1.765)  -0.1266
O (2.792, 2.185, 1.172)  -0.2674
O (-2.167, 2.464, 1.151)  -0.1775
O (-3.786, -0.367, -1.503)  0.1434
N (3.664, 0.385, -0.539)  -0.1242
N (2.626, -3.618, -0.935)  -0.2160
N (-0.047, -0.922, -1.559)  -0.1003
C (0.479, 1.930, 3.131)  -0.1791
C (1.304, -0.271, 0.604)  -0.3543
C (-3.095, 3.463, 0.776)  -0.0665
C (0.074, 3.380, 3.320)  -0.1767
C (-2.396, 1.223, 0.524)  -0.1669
C (0.804, 4.372, 2.437)  -0.2609
C (-1.066, 0.073, -4.213)  -0.4237
C (-1.207, 3.342, -5.103)  -0.5622
C (-2.244, 1.108, -4.078)  -0.3465
C (2.261, -1.088, 1.513)  -0.2587
C (-2.306, 2.240, -5.149)  -0.3431
C (-3.432, -1.419, 2.722)  -0.5560
C (4.483, 0.080, 4.174)  -0.0489
C (3.932, -0.884, 3.145)  -0.2411
C (-0.005, 0.275, 1.297)  -0.3795
C (-2.211, -0.635, 3.355)  -0.4314
C (-1.085, 0.523, 0.177)  -0.1321
C (1.139, -1.191, -0.626)  -0.3206
C (-1.287, -0.737, -0.696)  -0.1107
C (-2.792, -2.695, -1.784)  0.0219
C (0.367, 5.811, 2.706)  -0.1032
B (-2.702, -1.185, -1.363)  -0.4855
H (4.283, 1.045, -0.997)  0.0555
H (0.763, 6.460, 1.925)  0.0695
H (4.165, -0.016, 0.250)  0.0416
H (0.164, -3.524, -1.276)  0.0417
H (-4.511, -0.564, -0.900)  0.1375
H (1.765, -1.930, 1.994)  0.0917
H (0.784, 6.152, 3.651)  0.0728
H (-2.749, 4.009, -0.104)  0.0955
H (1.867, 4.313, 2.686)  0.1061
H (-1.185, -1.589, -0.018)  0.1090
H (3.057, -1.494, 0.881)  0.1068
H (-0.202, -1.830, -2.022)  0.1008
H (-3.169, 4.169, 1.600)  0.0900
H (-4.091, 3.054, 0.596)  0.0939
H (5.492, -0.197, 4.464)  0.0820
H (-2.612, -3.307, -0.895)  0.0885
H (-3.107, 0.644, 1.100)  0.1101
H (-1.005, 3.452, 3.172)  0.1050
H (-0.716, 5.916, 2.705)  0.0665
H (-2.019, -2.990, -2.498)  0.0663
H (1.538, 1.818, 3.363)  0.1175
H (3.526, 1.796, 1.662)  0.0529
H (3.617, -1.821, 3.608)  0.1331
H (-0.565, 1.274, -0.423)  0.1301
H (2.475, -4.186, -1.776)  -0.0372
H (0.719, 4.111, 1.384)  0.1042
H (0.264, 3.595, 4.375)  0.1287
H (-0.061, 1.340, 3.863)  0.1044
H (4.699, -1.122, 2.398)  0.1240
H (4.486, 1.082, 3.747)  0.0717
H (2.042, -1.065, -1.228)  0.0802
H (-2.880, 1.423, -0.430)  0.1109
H (3.850, 0.092, 5.058)  0.0824
H (-3.761, -2.941, -2.205)  0.0834
H (0.913, -3.421, 0.841)  0.0164

The LUMO energy is -1.663 eV. For the HOMO energy, the calculation gives -9.334 eV. The calculation puts the gap between HOMO and LUMO at 7.67 eV.

---

Density functional theory data (ωB97M-V/def2-TZVPD) for the molecule C23H23N3O5S at a distorted geometry.

Each line ends with the Löwdin charge.
Geometry (Å):
S (-0.879, 0.189, 1.620)  0.7080
O (2.576, -0.235, -1.445)  -0.0925
O (-1.634, -3.254, 0.435)  0.0769
O (-1.743, 1.031, 2.389)  -0.2534
O (-7.116, 0.648, -0.281)  -0.0864
O (-0.374, -1.003, 2.243)  -0.2617
N (-1.632, -0.175, 0.164)  -0.1659
N (1.560, -1.966, 0.118)  0.0534
N (0.561, -2.801, 0.416)  0.0523
C (1.415, 2.956, -0.224)  -0.0793
C (-3.583, 1.237, 0.220)  -0.0210
C (2.501, 0.593, -2.581)  -0.0691
C (-8.019, -0.402, -0.526)  -0.0939
C (-5.789, 0.351, -0.176)  -0.2761
C (-4.943, 1.424, 0.108)  0.0095
C (-5.239, -0.916, -0.331)  -0.0093
C (2.717, -2.131, 0.616)  -0.0765
C (5.011, -1.377, 0.995)  -0.0394
C (2.805, 1.815, 1.373)  -0.0659
C (-3.033, -0.033, 0.065)  -0.2607
C (-0.935, -1.178, -0.614)  -0.0849
C (0.523, 1.172, 1.085)  -0.2584
C (4.856, 0.476, -1.044)  -0.0279
C (-3.873, -1.105, -0.200)  0.0020
C (3.822, -1.263, 0.277)  -0.1465
C (1.738, 1.002, 1.718)  -0.0530
C (0.348, 2.140, 0.116)  -0.0538
C (6.020, 0.348, -0.307)  -0.0792
C (6.103, -0.579, 0.718)  -0.0933
C (3.743, -0.311, -0.765)  -0.2369
C (2.639, 2.793, 0.407)  -0.0779
C (-0.739, -2.496, 0.138)  -0.4585
H (-7.822, -0.887, -1.488)  0.0942
H (4.822, 1.204, -1.839)  0.1061
H (-5.380, 2.401, 0.235)  0.1193
H (3.244, 0.310, -3.334)  0.1004
H (-0.614, 2.244, -0.361)  0.1109
H (2.931, -2.937, 1.329)  0.1313
H (0.717, -3.587, 1.054)  0.1683
H (5.068, -2.108, 1.789)  0.1113
H (1.502, 0.442, -2.988)  0.0972
H (-1.513, -1.372, -1.520)  0.1466
H (3.761, 1.686, 1.856)  0.1138
H (3.469, 3.432, 0.143)  0.1101
H (6.867, 0.976, -0.541)  0.1050
H (-2.941, 2.070, 0.454)  0.1047
H (2.626, 1.649, -2.321)  0.0799
H (7.012, -0.681, 1.290)  0.1009
H (0.050, -0.779, -0.871)  0.0989
H (-3.467, -2.101, -0.287)  0.1018
H (1.289, 3.722, -0.975)  0.1094
H (-7.991, -1.151, 0.271)  0.0959
H (-5.860, -1.773, -0.538)  0.1041
H (1.828, 0.234, 2.469)  0.1174
H (-9.006, 0.058, -0.552)  0.0918

Its energy relative to the best compared isomer or geometry (same formula, charge and spin) is 4.435 eV. As for the SMILES: COc1ccc(N(CC(=O)N/N=C/c2ccccc2OC)S(=O)(=O)c2ccccc2)cc1. The LUMO energy is 0.299 eV. For the HOMO energy, the calculation gives -7.990 eV. The calculation puts the gap between HOMO and LUMO at 8.29 eV.

---

Density functional theory data (ωB97M-V/def2-TZVPD) for a structure of composition C18H26CaN3O2Sb at a distorted geometry.

Each line ends with the Löwdin charge.
Geometry (Å):
Sb (-3.206, 0.468, -0.106)  1.2682
Ca (-0.192, 0.493, 0.067)  1.3009
O (-0.307, -1.524, 0.890)  -0.1409
O (0.587, -1.256, -1.127)  -0.1279
N (2.010, 1.098, 0.544)  -0.0246
N (1.533, -3.757, -1.118)  0.1030
N (-0.009, 2.804, -0.163)  -0.0455
C (2.987, 0.213, 0.758)  -0.1184
C (-4.230, -0.477, 1.515)  -0.3041
C (2.504, -4.123, -0.037)  -0.0859
C (0.160, -1.969, -0.178)  -0.6565
C (4.657, 1.718, -0.010)  -0.0075
C (2.341, 2.314, 0.079)  -0.2072
C (3.656, 2.649, -0.227)  0.0198
C (0.230, -3.501, -0.414)  -0.1379
C (4.319, 0.475, 0.506)  -0.0231
C (0.412, 5.547, -0.101)  -0.0046
C (-4.223, -0.524, -1.708)  -0.3064
C (1.237, 3.298, -0.051)  -0.2117
C (-1.026, 3.664, -0.258)  -0.1159
C (1.662, -5.022, 0.859)  -0.1228
C (-4.416, 2.237, -0.135)  -0.3195
C (1.478, 4.665, -0.008)  0.0197
C (0.269, -4.359, 0.858)  -0.0890
C (-0.868, 5.038, -0.236)  -0.0118
H (-4.008, 0.049, 2.441)  0.0123
H (5.080, -0.267, 0.703)  0.1191
H (1.783, -2.916, -1.649)  0.1710
H (3.897, 3.615, -0.645)  0.1231
H (-5.293, -0.430, -1.536)  0.0197
H (-0.523, -5.104, 0.861)  0.1292
H (-2.015, 3.238, -0.357)  0.0539
H (-3.966, -0.056, -2.656)  0.0103
H (1.618, -6.028, 0.438)  0.1268
H (-5.459, 1.928, -0.111)  0.0211
H (5.688, 1.959, -0.228)  0.1290
H (-0.585, -3.752, -1.091)  0.1727
H (-4.211, 2.855, 0.739)  0.0143
H (2.481, 5.043, 0.122)  0.1219
H (-3.922, -1.516, 1.609)  0.0084
H (-5.299, -0.426, 1.317)  0.0198
H (2.079, -5.106, 1.859)  0.1305
H (0.580, 6.615, -0.063)  0.1300
H (-1.728, 5.688, -0.315)  0.1245
H (3.384, -4.605, -0.455)  0.1422
H (-4.243, 2.813, -1.043)  0.0125
H (2.673, -0.737, 1.179)  0.1088
H (2.799, -3.208, 0.474)  0.1289
H (0.134, -3.711, 1.720)  0.1197
H (-3.953, -1.578, -1.740)  0.0045
H (1.446, -4.536, -1.771)  0.1955

The LUMO energy is -5.712 eV. As for the total charge: +2. For the HOMO energy, the calculation gives -14.552 eV. The calculation puts the gap between HOMO and LUMO at 8.84 eV.